Entry 1:
C4H8N3 | the ωB97M-V functional and the def2-TZVPD basis

Computed properties:
LUMO level (spin up / spin down), Ha: -0.2453 / -0.2442
E_HOMO (spin up / spin down), eV: -14.57 / -14.58
Electronic energy, eV: -8736.3723
Charge: +1
Frontier orbital gap (spin up / spin down), eV: 7.899 / 7.933

Element x y z (Å)
C 2.55787 0.50284 0.07149
C 0.70219 -0.67712 -0.00037
C -1.87740 -1.75984 -0.13296
C 0.44155 1.76225 -0.05184
N 2.93145 -0.75477 0.12043
N 1.78508 -1.45626 0.05294
N 1.21574 0.56786 -0.03275
H 3.31690 1.15197 0.06101
H -1.70228 -2.20679 -1.17888
H -1.82443 -2.33004 0.86279
H -2.18715 -0.65520 -0.21704
H 0.81156 2.47658 0.64037
H 0.57738 2.33370 -0.95649
H -0.64972 1.57272 0.11449
H 1.78918 -2.52462 0.29459

=====

Entry 2:
C26H28IrN5O4S | the ωB97M-V functional and the def2-TZVPD basis

Computed properties:
LUMO level (spin up / spin down), Ha: -0.2204 / -0.2810
E_HOMO (spin up / spin down), eV: -13.60 / -14.45
Electronic energy, eV: -56716.0628
<S²>: 6.012
Spin multiplicity: 5
Charge: +2
Frontier orbital gap (spin up / spin down), eV: 7.598 / 6.801

Element x y z (Å)
Ir -0.02842 -0.28386 0.10468
O -3.47240 2.32995 -0.84660
C -2.36060 1.70758 -0.54772
O -2.27997 0.50705 -0.33161
C -1.15911 2.58054 -0.46814
C -1.15972 3.95573 -0.50811
C 0.06936 4.61243 -0.40819
C 1.23233 3.87483 -0.28502
C 1.14074 2.49010 -0.25349
N -0.03020 1.87472 -0.33710
C 2.33072 1.57086 -0.11346
O 3.43214 2.02854 0.01170
O 2.00847 0.29395 -0.11552
H -4.21582 1.70124 -0.88209
H -2.08860 4.49662 -0.62189
H 0.10805 5.69327 -0.43337
H 2.20935 4.33342 -0.21804
N -0.26432 -0.00972 2.15311
S 0.12334 -0.94346 3.43513
C -1.23900 -0.82621 4.54840
C -1.96436 -1.98351 4.79227
C -3.08084 -1.90585 5.61415
C -3.45268 -0.68604 6.16082
C -2.70892 0.46506 5.90779
C -1.58849 0.40314 5.09916
C 1.41652 -0.07013 4.30375
C 1.64727 -0.38526 5.63719
C 2.70976 0.22725 6.28196
C 3.52195 1.12340 5.59514
C 3.28356 1.40982 4.25866
C 2.22346 0.80616 3.59571
H -0.89719 0.74820 2.39862
H -1.65846 -2.92942 4.36124
H -3.65482 -2.79710 5.82866
H -4.32712 -0.62781 6.79535
H -2.99721 1.40736 6.35390
H -0.98369 1.28540 4.92450
H 1.01121 -1.08240 6.16914
H 2.90386 0.00406 7.32250
H 4.34998 1.59636 6.10584
H 3.92614 2.09668 3.72417
H 2.03891 1.00387 2.54937
C 2.67681 -4.26448 -2.47772
C 3.12391 -2.93164 -1.91690
N 1.98553 -2.30510 -1.24238
C 0.98698 -2.98058 -0.67562
N -0.02180 -2.26914 -0.07682
C -1.16545 -3.02193 0.46298
C -0.68553 -4.30275 1.10757
C -0.00714 -5.12200 0.03446
N 0.98036 -4.31010 -0.69244
C 2.04529 -5.07280 -1.36585
H 3.52733 -4.80835 -2.88359
H 1.95880 -4.10797 -3.28486
H 3.45265 -2.25805 -2.70459
H 3.95019 -3.05873 -1.21554
H 2.02883 -1.30551 -1.07919
H -1.85495 -3.25560 -0.35338
H -1.69906 -2.38039 1.16238
H -1.51687 -4.86112 1.53494
H 0.02186 -4.06975 1.90811
H -0.73726 -5.51492 -0.67597
H 0.52856 -5.96764 0.46372
H 1.58896 -5.98277 -1.75339
H 2.79189 -5.36572 -0.62329

=====

Entry 3:
C4H4N2O | the ωB97M-V functional and the def2-TZVPD basis

Computed properties:
LUMO level, Ha: -0.0201
E_HOMO, eV: -8.67
SMILES: N=C=C/N=C\C=O
Electronic energy, eV: -9237.3833
Charge: 0
Frontier orbital gap, eV: 8.122

Element x y z (Å)
N 2.32231 0.27915 -0.28240
C 1.57087 -0.61943 -0.01529
C 0.62266 -1.56672 0.06245
N -0.70837 -1.26422 -0.02108
C -1.43655 -0.20988 -0.05116
C -1.16145 1.25268 -0.03782
O -0.08280 1.80791 0.01910
H 2.41565 1.14072 0.23897
H 0.85315 -2.62353 0.18112
H -2.50722 -0.42811 -0.05150
H -2.10110 1.85200 -0.06410

=====

Entry 4:
C4H9NO2 | the ωB97M-V functional and the def2-TZVPD basis

Computed properties:
LUMO level, Ha: 0.0256
E_HOMO, eV: -10.10
SMILES: NC(=O)CCCO
Electronic energy, eV: -9879.4225
Charge: 0
Frontier orbital gap, eV: 10.794

Element x y z (Å)
N 1.77778 0.45587 0.96059
C 0.82906 -0.52339 1.17604
O 0.42635 -0.80846 2.28777
C 0.28218 -1.13822 -0.10924
C -1.11579 -0.57768 -0.44108
C -1.14349 0.83469 -1.03142
O -0.73433 1.83896 -0.12739
H 2.23383 0.55190 0.06155
H 2.20889 0.88892 1.76832
H 0.99009 -0.99403 -0.93997
H 0.20054 -2.22148 0.03252
H -1.61307 -1.25658 -1.14463
H -1.70916 -0.58766 0.48313
H -0.55609 0.87050 -1.97170
H -2.18034 1.08423 -1.29586
H 0.10354 1.58242 0.29138

=====

Entry 5:
C28H67F3N3O7PS | the ωB97M-V functional and the def2-TZVPD basis

Computed properties:
LUMO level, Ha: -0.2066
E_HOMO, eV: -12.07
Electronic energy, eV: -77184.3474
Charge: +2
Frontier orbital gap, eV: 6.451

Element x y z (Å)
O 2.99069 -0.36357 1.52650
H 2.24580 0.15471 1.16449
C 3.06737 -0.15458 5.19742
C 4.37185 0.59675 4.84663
O 5.16172 0.94882 5.72559
N 4.57768 0.97025 3.39509
H 4.08345 0.32987 2.79031
H 4.13999 1.87244 3.27432
C 6.05016 0.93822 2.96175
H 3.23669 -1.22508 5.31341
H 2.35135 0.07036 4.40696
H 2.60609 0.25266 6.09713
H 5.86825 1.45342 2.01857
H 6.51025 -0.04712 2.88745
H 6.65568 1.60744 3.57297
C 1.87575 -0.09097 -1.76946
C 3.16290 -0.61451 -2.05268
O 3.44325 -1.35205 -2.99491
N 4.14113 -0.61933 -0.90748
H 3.64719 -0.64427 -0.02686
H 4.68128 -1.47237 -0.93337
C 5.09356 0.61234 -0.94265
H 1.39346 0.14503 -2.71804
H 1.86780 0.88452 -1.28318
H 1.27925 -0.75046 -1.13909
H 4.46110 1.49772 -0.87781
H 5.59665 0.65655 -1.90859
H 5.85596 0.54612 -0.16646
C 3.38587 -4.20349 -0.19252
N 1.98503 -4.68058 0.22235
C 1.35518 -5.34500 -0.99651
C 2.27627 -5.72430 1.34165
C 1.10506 -3.49557 0.71057
C 1.30114 -3.13376 2.24672
O 2.59458 -2.74201 2.61446
H 3.36605 -3.48713 -1.01382
H 3.83511 -5.15773 -0.46767
H 3.69593 -3.76685 0.75686
H 0.28555 -5.38170 -0.79001
H 1.76515 -6.31336 -1.28341
H 1.50174 -4.67314 -1.84222
H 2.93329 -6.52441 1.00069
H 1.30561 -6.17663 1.54491
H 2.69855 -5.24787 2.22641
H 0.05415 -3.68192 0.48927
H 1.37544 -2.68413 0.03488
H 0.93354 -3.94083 2.88045
H 0.72292 -2.26828 2.57030
H 2.97493 -2.02910 2.09610
C -6.74903 -1.97765 -4.04226
C -6.46638 -0.49404 -4.27383
C -5.99961 0.19137 -2.96910
C -4.62604 -0.36905 -2.46406
P -3.70838 0.79868 -1.41598
C -4.98721 1.88614 -0.45408
C -4.35254 2.64024 0.70512
C -4.39505 1.93719 2.11883
C -3.67625 2.83045 3.07896
C -2.49872 -0.02846 -0.33142
C -1.23521 0.74621 0.09177
C -0.33896 0.08881 1.13136
C -0.96942 0.02646 2.57958
C -2.81635 2.06600 -2.40104
C -1.86014 1.43100 -3.42760
C -0.95296 2.47045 -4.17565
C -0.06200 1.88115 -5.16192
H -7.23550 -2.04814 -3.06939
H -5.92468 -2.68611 -4.12368
H -7.45940 -2.18696 -4.84205
H -7.40194 -0.05930 -4.62571
H -5.80068 -0.26177 -5.10509
H -6.77612 0.12330 -2.20719
H -5.98183 1.25000 -3.22809
H -4.03151 -0.69856 -3.31614
H -4.73296 -1.31504 -1.93325
H -5.77722 1.19340 -0.16410
H -5.51742 2.56288 -1.12416
H -5.05840 3.45401 0.87138
H -3.32437 2.95264 0.52247
H -3.98905 0.93141 2.01078
H -5.44233 1.84226 2.40570
H -2.77991 3.32240 2.70127
H -3.31103 2.21778 3.90318
H -4.40186 3.60784 3.31827
H -2.09950 -0.90103 -0.84846
H -3.03041 -0.34121 0.56724
H -1.54085 1.70542 0.50963
H -0.54473 1.05356 -0.69364
H 0.68952 0.44839 1.16365
H -0.19962 -0.94617 0.81910
H -0.25171 -0.41254 3.27260
H -1.75200 -0.73181 2.55295
H -1.16672 0.98326 3.06300
H -2.30868 2.74191 -1.71292
H -3.57409 2.63866 -2.93582
H -2.33554 0.80284 -4.18093
H -1.16070 0.74596 -2.94845
H -0.41240 2.96506 -3.36865
H -1.51860 3.24495 -4.69362
H 0.53273 1.10977 -4.67265
H 0.55943 2.66405 -5.59663
H -0.64494 1.33872 -5.90627
C 1.57495 4.14384 1.38084
F 1.47828 4.54065 0.14299
F 0.68633 4.74259 2.25599
F 1.36850 2.83369 1.56811
S 3.30153 4.63310 1.94959
O 4.16993 4.51290 0.75106
O 3.21501 5.99001 2.49991
O 3.73721 3.62136 2.87111

=====

Entry 6:
C10H12BNS2 | the ωB97M-V functional and the def2-TZVPD basis

Computed properties:
LUMO level, Ha: -0.0987
E_HOMO, eV: -8.08
Electronic energy, eV: -34398.6168
Charge: 0
Frontier orbital gap, eV: 5.389

Element x y z (Å)
C 3.53795 0.04580 -2.00397
C 2.34788 -0.34036 -2.64308
C 1.19182 -0.56544 -1.88783
C 1.18721 -0.34622 -0.49343
C -0.05514 -0.52534 0.26461
S -0.11293 -0.29374 1.96180
C -1.66172 -1.22052 2.31539
C -1.87644 -2.27913 1.24519
S -1.24569 -1.60745 -0.34066
C 2.40251 0.00611 0.14187
C 3.55842 0.21016 -0.61667
H 4.43712 0.22056 -2.59540
H 2.31557 -0.45433 -3.72257
H 0.27775 -0.89503 -2.38950
H -1.57295 -1.66931 3.31272
H -2.47376 -0.47498 2.30821
H -1.37620 -3.22535 1.50014
H -2.94269 -2.47553 1.08646
H 2.43685 0.10233 1.23042
H 4.48626 0.51192 -0.12077
H -1.34532 1.51964 0.13634
B -1.99419 2.58793 0.06946
H -1.47017 3.48778 0.72558
H -2.07999 3.00240 -1.08730
C -3.43883 2.39522 0.60321
N -4.53333 2.28288 0.99978

=====

Entry 7:
C2H4N4 | the ωB97M-V functional and the def2-TZVPD basis

Computed properties:
LUMO level, Ha: 0.0172
E_HOMO, eV: -8.55
SMILES: [H]/N=N/C(N)=C=N
Electronic energy, eV: -8096.0717
Charge: 0
Frontier orbital gap, eV: 9.016

Element x y z (Å)
H -2.21749 -1.70256 -0.36375
N -1.68791 -0.84993 -0.16189
N -0.48010 -1.16819 -0.15969
C 0.42959 -0.08823 0.01605
N 1.82248 -0.29643 0.12145
C -0.16354 1.09004 0.02999
N -0.96172 2.00525 -0.06425
H 2.30502 -0.19803 -0.76459
H 2.00965 -1.22007 0.49346
H -1.05598 2.42815 0.85321